No. 1
C3H9N | the ωB97M-V functional and the def2-TZVPD basis

Each line ends with the Löwdin charge.
Element x y z (Å)
1 C -1.40396 -0.51024 0.08077  -0.086
2 C 0.04610 0.07398 -0.37832  -0.581
3 C 1.11526 -0.87794 0.08209  -0.140
4 N 0.30274 1.46035 0.01958  -0.038
5 H -2.26082 0.00500 -0.32017  0.040
6 H -1.47135 -0.48306 1.23423  0.087
7 H -1.27827 -1.67388 -0.16344  0.094
8 H 0.13269 0.06783 -1.54409  0.142
9 H 2.15248 -0.73624 -0.45118  0.109
10 H 0.73614 -1.96869 0.05531  0.087
11 H 1.34708 -0.72489 1.15257  0.062
12 H 0.73776 1.35981 1.04580  0.109
13 H -0.75925 1.81685 0.14671  0.113

Forces on the atoms, in the same order (eV/Å):
3.05 -2.16 1.19
-1.28 -0.79 -2.11
1.73 -1.37 0.33
-2.19 0.10 3.19
-0.21 -0.10 -0.45
0.19 0.14 -1.67
-1.14 2.57 0.21
-0.70 -0.09 1.81
-2.14 -0.44 0.75
0.94 1.66 -0.42
-0.17 0.09 -0.20
-1.52 0.72 -2.63
3.44 -0.34 0.01

Values from the calculation:
Relative energy (zero: lowest compared OMol25 entry of this formula, charge and spin) = 1.339 eV
HOMO = -9.43 eV
Gap between HOMO and LUMO = 10.52 eV
Net charge = 0
SMILES string = CC(C)N
Energy = -174.403855 Ha
LUMO energy = 1.093 eV
Maximum force = 3.9 eV/Å

No. 2
C3H9N | the ωB97M-V functional and the def2-TZVPD basis

Each line ends with the Löwdin charge.
Element x y z (Å)
1 C 1.68757 0.52018 -0.28128  -0.132
2 C 0.22034 0.17577 -0.52029  -0.314
3 C -0.57924 -0.35674 0.64531  -0.335
4 N -1.90064 -0.78370 0.14222  -0.026
5 H 2.09058 0.82458 -1.26978  0.068
6 H 2.27907 -0.41791 -0.04714  0.087
7 H 1.83335 1.35464 0.43080  0.073
8 H 0.18147 -0.62766 -1.30805  0.119
9 H -0.33069 1.06223 -0.93968  0.114
10 H -0.65232 0.38715 1.43120  0.097
11 H 0.03138 -1.17776 1.10561  0.120
12 H -2.32735 0.01220 -0.32629  0.057
13 H -2.53352 -0.97300 0.93736  0.070

Forces on the atoms, in the same order (eV/Å):
0.48 -0.58 -0.73
-0.44 -0.09 -1.18
0.60 -0.50 0.20
-0.21 -0.14 1.05
-0.06 0.13 0.62
-0.64 1.19 0.29
0.09 -0.67 -0.18
-0.03 0.79 0.56
0.54 -0.64 0.24
-0.05 0.43 0.24
-0.93 0.18 -0.44
0.11 -0.08 -0.06
0.53 -0.01 -0.59

Values from the calculation:
Relative energy (zero: lowest compared OMol25 entry of this formula, charge and spin) = 0.320 eV
HOMO = -9.44 eV
Gap between HOMO and LUMO = 10.68 eV
Net charge = 0
SMILES string = CCCN
Energy = -174.441288 Ha
LUMO energy = 1.248 eV
Maximum force = 1.4 eV/Å

No. 3
C3H9N | the ωB97M-V functional and the def2-TZVPD basis

Each line ends with the Löwdin charge.
Element x y z (Å)
1 C 1.45993 -0.01076 0.52797  -0.096
2 C 0.28342 0.94143 0.47903  -0.281
3 N -0.96877 0.27777 0.02487  -0.142
4 C -1.23343 -0.95226 -0.75907  -0.127
5 H 2.38728 0.65457 0.55363  0.103
6 H 1.44608 -0.52244 1.43456  0.053
7 H 1.40979 -0.46976 -0.39759  0.032
8 H 0.22009 1.31583 1.47956  0.093
9 H 0.46586 1.70092 -0.23740  0.085
10 H -1.82064 0.80245 0.17855  0.090
11 H -0.32859 -1.63859 -0.81613  0.082
12 H -1.29619 -0.50498 -1.80218  0.082
13 H -2.02482 -1.59420 -0.66579  0.024

Forces on the atoms, in the same order (eV/Å):
1.00 3.84 -0.13
-0.93 -1.87 -0.57
-1.36 -0.84 1.76
4.99 2.85 -2.91
-0.98 -0.96 -0.11
-0.04 -1.70 0.99
0.61 -1.92 -1.38
-0.75 0.70 0.49
0.54 1.18 -0.41
0.48 -0.01 0.03
-0.92 0.94 0.33
-0.17 -1.28 0.46
-2.47 -0.94 1.45

Values from the calculation:
Relative energy (zero: lowest compared OMol25 entry of this formula, charge and spin) = 1.843 eV
HOMO = -7.83 eV
Gap between HOMO and LUMO = 9.01 eV
Net charge = 0
SMILES string = CCNC
Energy = -174.385301 Ha
LUMO energy = 1.186 eV
Maximum force = 6.4 eV/Å

No. 4
C3H9N | the ωB97M-V functional and the def2-TZVPD basis

Each line ends with the Löwdin charge.
Element x y z (Å)
1 C 0.19105 0.06524 -1.34095  -0.100
2 C 0.27119 0.10971 0.14074  -0.542
3 C -1.06199 0.60830 0.69726  -0.100
4 N 0.84979 -1.06116 0.78083  0.056
5 H 0.38499 -0.97879 -1.64672  0.069
6 H -0.82035 0.48749 -1.76378  0.108
7 H 0.98794 0.58367 -1.91110  0.074
8 H 1.16001 0.88962 0.47551  0.163
9 H -1.77973 1.27195 0.16741  0.074
10 H -1.46216 -0.41492 1.08288  0.111
11 H -0.78798 1.33079 1.42380  0.039
12 H 1.22963 -1.04098 1.63446  0.024
13 H 0.83762 -1.85091 0.25965  0.023

Forces on the atoms, in the same order (eV/Å):
-0.42 -0.34 -2.66
3.33 3.48 1.50
-0.50 -1.76 1.12
-2.71 2.17 -3.05
-0.73 0.18 -0.28
1.95 -1.18 0.83
-0.30 0.08 0.67
-2.41 -0.93 -1.12
0.50 -1.24 -0.83
-0.28 2.31 -0.16
-0.02 -0.05 1.87
1.53 0.19 3.41
0.06 -2.92 -1.31

Values from the calculation:
Relative energy (zero: lowest compared OMol25 entry of this formula, charge and spin) = 1.858 eV
HOMO = -8.70 eV
Gap between HOMO and LUMO = 9.97 eV
Net charge = 0
SMILES string = CC(C)N
Energy = -174.384750 Ha
LUMO energy = 1.270 eV
Maximum force = 5.0 eV/Å

No. 5
C3H9N2 | the ωB97M-V functional and the def2-TZVPD basis

Each line ends with the Löwdin charge.
Element x y z (Å)
1 C 0.62380 -0.83470 1.19298  -0.038
2 C 0.18090 -0.32458 -0.13261  -0.309
3 N 0.15825 -1.33056 -1.20378  0.219
4 C -0.43223 0.84832 -0.34531  -0.150
5 N -0.60937 1.84714 0.53314  0.122
6 H 0.97823 -0.09006 1.90646  0.090
7 H 1.40354 -1.57874 1.12464  0.078
8 H -0.15660 -1.36801 1.74853  0.099
9 H 0.07304 -0.85961 -2.10789  0.174
10 H -0.58797 -2.01319 -1.05628  0.180
11 H 1.03214 -1.86494 -1.22340  0.176
12 H -0.96428 0.96439 -1.27739  0.136
13 H -0.29508 1.76363 1.48647  0.108
14 H -0.96892 2.74836 0.28004  0.116

Forces on the atoms, in the same order (eV/Å):
-0.05 -0.57 0.65
0.02 0.46 1.12
0.14 0.08 0.02
-0.43 -0.34 -0.45
0.16 0.00 0.66
0.09 0.27 -0.42
0.58 -0.10 -0.21
-0.34 0.12 -0.23
-0.22 -0.30 -0.03
-0.17 -0.05 -0.30
0.04 0.13 0.00
0.22 0.40 -0.41
0.06 -0.01 -0.12
-0.09 -0.10 -0.28

Values from the calculation:
Relative energy (zero: lowest compared OMol25 entry of this formula, charge and spin) = 0.917 eV
HOMO = -12.82 eV
Gap between HOMO and LUMO = 9.25 eV
Net charge = +1
SMILES string = C/C([NH3+])=C\N
Energy = -228.953111 Ha
LUMO energy = -3.567 eV
Maximum force = 1.2 eV/Å

No. 6
C3H9N2 | the ωB97M-V functional and the def2-TZVPD basis

Each line ends with the Löwdin charge.
Element x y z (Å)
1 C -0.17416 0.78359 -0.72690  -0.173
2 C -0.53129 -0.63613 -1.02367  -0.137
3 C 0.46134 0.28646 0.51679  -0.155
4 N 0.22031 -1.31111 -1.97250  0.103
5 N -0.03880 0.49838 1.87067  0.160
6 H 0.29222 1.19801 -1.56268  0.103
7 H -1.04210 1.20839 -0.33619  0.098
8 H -1.49495 -0.89598 -0.68969  0.110
9 H 1.38256 -0.32566 0.48858  0.126
10 H 0.63992 -0.72606 -2.70502  0.119
11 H 0.61475 -2.21634 -1.95197  0.093
12 H -1.00722 0.84809 1.85651  0.172
13 H 0.55156 1.16030 2.25981  0.124
14 H -0.04122 -0.46266 2.49378  0.256

Forces on the atoms, in the same order (eV/Å):
-0.71 -2.08 0.92
2.40 0.54 0.28
1.51 -3.14 -2.55
-0.63 2.31 0.21
-2.01 -4.02 0.12
1.13 1.67 -0.61
-1.66 1.68 -0.38
-0.69 -1.10 0.47
-0.62 0.82 0.19
-0.13 -0.32 0.73
-0.27 -1.05 0.44
0.34 -0.01 0.23
1.27 1.70 1.74
0.07 3.00 -1.79

Values from the calculation:
Relative energy (zero: lowest compared OMol25 entry of this formula, charge and spin) = 3.780 eV
HOMO = -12.24 eV
Gap between HOMO and LUMO = 8.50 eV
Net charge = +1
Energy = -228.847907 Ha
LUMO energy = -3.738 eV
Maximum force = 4.5 eV/Å

No. 7
C3H9N2O | the ωB97M-V functional and the def2-TZVPD basis

Each line ends with the Löwdin charge.
Element x y z (Å)
1 N 1.06210 0.31272 1.90288  -0.035
2 C 0.03876 1.12343 1.21980  -0.287
3 C -0.16597 0.60959 -0.18933  -0.313
4 N -0.56984 -0.78079 -0.25506  -0.088
5 C -0.42874 -1.32500 -1.63805  -0.602
6 O -1.20014 -0.74627 -2.55927  -0.353
7 H 1.15905 -0.59163 1.50519  0.025
8 H 1.96582 0.75775 2.00897  0.040
9 H 0.51732 2.10034 1.20326  0.094
10 H -0.90917 1.04747 1.75587  0.088
11 H 0.80782 0.68529 -0.69204  0.102
12 H -0.76174 1.25515 -0.85832  0.101
13 H -1.56409 -0.81839 -0.01221  0.091
14 H 0.66116 -1.20971 -1.88700  0.074
15 H -0.61235 -2.41996 -1.50469  0.065

Forces on the atoms, in the same order (eV/Å):
-0.11 0.47 1.21
1.07 -1.00 -0.23
0.51 0.45 -1.38
0.13 0.20 0.90
-0.45 0.19 -0.89
-0.02 -0.09 0.20
-0.07 -0.75 -0.51
-0.31 -0.01 -0.33
-0.89 0.57 -0.03
0.04 0.50 0.26
0.18 -0.26 0.12
-0.43 0.05 0.55
0.24 -0.12 -0.29
0.08 -0.14 0.40
0.04 -0.07 0.02

Values from the calculation:
Relative energy (zero: lowest compared OMol25 entry of this formula, charge and spin) = 0.956 eV
HOMO = -2.34 eV
Gap between HOMO and LUMO = 6.47 eV
Net charge = -1
SMILES string = NCCNC[O-]
Energy = -304.430829 Ha
LUMO energy = 4.127 eV
Maximum force = 1.5 eV/Å

No. 8
C3H9N2O | the ωB97M-V functional and the def2-TZVPD basis

Each line ends with the Löwdin charge.
Element x y z (Å)
1 N -0.47656 2.14300 0.20047  -0.016
2 C 0.74271 1.26514 -0.01912  -0.288
3 C 0.45345 0.17406 -1.06899  -0.242
4 N -0.82183 -0.53078 -0.54947  -0.103
5 C -0.49662 -1.27526 0.72965  -0.572
6 O 0.72197 -1.85370 0.79155  -0.364
7 H -0.46975 2.69146 -0.64434  0.033
8 H -1.14766 1.39427 0.32836  0.022
9 H 1.14274 0.73879 0.83167  0.079
10 H 1.60492 1.83430 -0.34633  0.080
11 H 1.33727 -0.49170 -1.07712  0.088
12 H 0.13081 0.42158 -2.07043  0.079
13 H -0.86200 -1.34687 -1.15985  0.062
14 H -0.52180 -0.48744 1.55366  0.079
15 H -1.29212 -2.00732 0.82061  0.063

Forces on the atoms, in the same order (eV/Å):
2.92 -0.91 1.19
-0.33 0.46 -1.53
-1.24 -1.10 1.89
1.75 -0.73 -0.62
2.30 0.78 1.11
-0.47 -0.02 -0.52
-1.18 -0.23 -0.24
-0.96 0.64 -0.84
-0.58 -0.14 0.74
0.08 0.68 -0.26
-0.55 -0.03 -0.08
0.43 0.93 -0.37
-0.37 0.20 -0.39
-0.85 -0.39 -0.37
-0.93 -0.13 0.28

Values from the calculation:
Relative energy (zero: lowest compared OMol25 entry of this formula, charge and spin) = 1.437 eV
HOMO = -2.48 eV
Gap between HOMO and LUMO = 6.85 eV
Net charge = -1
SMILES string = NCCNC[O-]
Energy = -304.413129 Ha
LUMO energy = 4.370 eV
Maximum force = 3.3 eV/Å

Question: gap between HOMO and LUMO of number 8 (C3H9N2O)?
Answer: 6.85 eV